No. 1
{
  "formula": "C3H2OS",
  "method": "wB97M-V/def2-TZVPD",
  "gap_ev": [7.14, 7.76],
  "de_lowest_kcal_mol": 102.8,
  "lumo_ha": [-0.0613, -0.0571],
  "elements": ["C", "C", "C", "O", "S", "H", "H"],
  "coordinates": [[0.358, -1.413, -0.627], [-0.290, -0.322, -0.276], [-0.400, 0.806, 0.240], [-0.314, 2.164, 2.453], [-0.378, 2.366, 1.040], [-0.048, -2.227, -1.139], [1.072, -1.374, -1.691]]
}

No. 2
{
  "formula": "C30H50Cl6IrP2Si2",
  "method": "wB97M-V/def2-TZVPD",
  "gap_ev": [5.71, 4.73],
  "multiplicity": 6,
  "lumo_ha": [0.0131, -0.0924],
  "elements": ["Ir", "C", "C", "C", "Si", "C", "C", "Si", "H", "H", "H", "Cl", "C", "C", "C", "C", "H", "H", "H", "H", "H", "H", "H", "H", "H", "H", "H", "H", "C", "C", "P", "H", "H", "P", "H", "H", "C", "C", "C", "C", "C", "H", "C", "H", "H", "H", "H", "H", "H", "H", "C", "C", "H", "H", "H", "H", "H", "H", "H", "C", "C", "H", "H", "H", "H", "H", "H", "C", "C", "H", "H", "H", "H", "H", "H", "H", "C", "H", "H", "H", "Cl", "C", "C", "C", "Cl", "C", "Cl", "C", "Cl", "C", "Cl"],
  "coordinates": [[-1.183, 0.475, -0.142], [-1.472, -1.710, -0.534], [-1.701, -0.823, -1.689], [-0.521, -0.980, -2.530], [-3.338, -0.109, -2.287], [0.322, -1.929, -1.958], [-0.192, -2.375, -0.718], [0.628, -3.775, 0.246], [-2.300, -2.082, 0.081], [-0.426, -0.516, -3.517], [1.243, -2.307, -2.405], [2.069, 2.287, 0.006], [-0.667, -4.759, 1.160], [1.540, -4.880, -0.963], [-4.758, -0.954, -1.448], [-3.413, -0.323, -4.148], [0.802, -5.471, -1.522], [2.197, -5.570, -0.416], [2.146, -4.310, -1.679], [-1.660, -4.306, 1.065], [-0.417, -4.858, 2.223], [-0.701, -5.764, 0.718], [-3.707, -1.360, -4.366], [-2.454, -0.120, -4.640], [-4.177, 0.349, -4.563], [-5.227, -1.628, -2.178], [-5.502, -0.217, -1.120], [-4.431, -1.544, -0.583], [1.965, -3.249, 1.528], [-3.339, 1.761, -1.916], [2.729, -1.640, 1.225], [2.760, -4.018, 1.522], [1.515, -3.254, 2.533], [-1.672, 2.275, -1.383], [-4.049, 1.953, -1.103], [-3.650, 2.332, -2.805], [-1.625, 3.931, -0.577], [-0.808, 2.471, -3.026], [4.067, -1.941, -0.014], [3.546, -0.957, 2.732], [3.042, 0.463, 3.033], [4.617, -0.895, 2.466], [3.377, -1.851, 3.955], [2.336, -1.837, 4.310], [4.007, -1.459, 4.764], [3.679, -2.885, 3.764], [3.092, 1.126, 2.161], [3.662, 0.900, 3.830], [2.006, 0.442, 3.402], [3.570, -2.513, -0.818], [5.195, -2.787, 0.579], [4.575, -0.617, -0.601], [4.855, -3.775, 0.903], [5.673, -2.286, 1.432], [5.963, -2.935, -0.190], [3.777, -0.046, -1.087], [5.345, -0.837, -1.354], [5.031, 0.022, 0.171], [-0.960, 1.503, -3.533], [0.688, 2.715, -2.877], [-1.454, 3.588, -3.853], [-2.493, 3.382, -4.117], [-0.887, 3.691, -4.787], [-1.410, 4.554, -3.332], [1.212, 1.840, -2.490], [0.898, 3.560, -2.205], [1.112, 2.953, -3.864], [-0.765, 3.958, 0.686], [-3.015, 4.476, -0.265], [-1.141, 4.575, -1.331], [-3.486, 3.895, 0.538], [-3.678, 4.475, -1.135], [-2.912, 5.510, 0.088], [-1.136, 3.239, 1.430], [-0.801, 4.960, 1.133], [0.284, 3.721, 0.459], [0.866, 0.484, 0.179], [1.187, 0.383, -0.864], [0.555, 1.388, 0.793], [1.296, -0.281, 0.862], [-4.352, 1.660, 1.245], [-2.891, 1.528, 2.153], [-1.861, 0.641, 1.763], [-1.219, -0.018, 2.813], [-0.604, -1.614, 2.606], [-1.097, 0.610, 4.065], [-0.012, -0.027, 5.241], [-1.809, 1.801, 4.315], [-1.543, 2.689, 5.740], [-2.772, 2.221, 3.363], [-3.743, 3.603, 3.652]]
}

No. 3
{
  "formula": "C33H30CsIN8S",
  "method": "wB97M-V/def2-TZVPD",
  "gap_ev": 5.58,
  "de_lowest_kcal_mol": 6.0,
  "charge": -2,
  "lumo_ha": 0.1438,
  "elements": ["Cs", "N", "C", "S", "N", "N", "C", "C", "C", "C", "C", "C", "N", "H", "H", "H", "H", "H", "H", "H", "C", "N", "C", "C", "C", "C", "C", "N", "C", "C", "C", "C", "C", "C", "H", "H", "H", "H", "H", "H", "H", "H", "H", "H", "H", "I", "C", "C", "C", "C", "C", "C", "C", "C", "C", "C", "H", "H", "H", "H", "H", "H", "C", "N", "C", "C", "N", "C", "H", "H", "H", "H", "H", "H"],
  "coordinates": [[-0.026, 1.045, -0.524], [-5.491, -1.318, -2.887], [-4.184, -0.942, -3.228], [-4.034, 0.422, -4.223], [-3.276, -1.794, -2.900], [-2.016, -1.706, -2.619], [-1.192, -2.623, -3.011], [0.139, -2.752, -2.494], [0.987, -3.749, -3.021], [2.231, -3.946, -2.465], [2.624, -3.136, -1.406], [1.749, -2.147, -0.982], [0.551, -1.960, -1.494], [-6.147, -0.560, -3.015], [-5.566, -1.775, -1.986], [-1.503, -3.406, -3.718], [0.652, -4.341, -3.863], [2.896, -4.712, -2.854], [3.576, -3.266, -0.917], [2.040, -1.480, -0.180], [2.941, 1.371, 2.438], [2.724, 1.325, 1.009], [3.761, 1.310, 0.257], [3.766, 1.231, -1.152], [4.930, 1.160, -1.946], [4.501, 1.118, -3.259], [3.102, 1.176, -3.196], [2.655, 1.239, -1.950], [3.290, -0.009, 2.927], [2.322, -1.009, 2.902], [2.643, -2.303, 3.260], [3.933, -2.621, 3.656], [4.900, -1.633, 3.692], [4.581, -0.335, 3.328], [2.014, 1.715, 2.908], [3.752, 2.073, 2.698], [4.773, 1.385, 0.707], [5.946, 1.122, -1.581], [5.113, 1.064, -4.147], [2.410, 1.183, -4.025], [1.320, -0.764, 2.579], [1.880, -3.066, 3.234], [4.187, -3.637, 3.928], [5.911, -1.873, 4.004], [5.353, 0.427, 3.345], [-1.237, 2.722, 3.454], [-2.573, 1.216, 4.211], [-3.459, 1.558, 5.192], [-4.291, 0.565, 5.731], [-4.178, -0.727, 5.296], [-3.256, -1.080, 4.288], [-3.097, -2.406, 3.845], [-2.202, -2.682, 2.840], [-1.464, -1.663, 2.227], [-1.521, -0.325, 2.610], [-2.431, -0.075, 3.684], [-3.523, 2.572, 5.565], [-5.004, 0.831, 6.505], [-4.797, -1.507, 5.733], [-3.689, -3.195, 4.306], [-2.081, -3.709, 2.503], [-0.803, -1.946, 1.411], [-3.729, 4.372, -4.739], [-2.499, 4.354, -3.998], [-1.273, 4.812, -4.389], [-0.420, 4.542, -3.358], [-1.097, 3.934, -2.351], [-2.329, 3.826, -2.767], [-3.578, 4.901, -5.679], [-4.510, 4.879, -4.164], [-4.059, 3.349, -4.938], [-1.114, 5.284, -5.338], [0.633, 4.724, -3.285], [-3.135, 3.369, -2.226]]
}

No. 4
{
  "formula": "C18H37BI2NO2",
  "method": "wB97M-V/def2-TZVPD",
  "gap_ev": 8.84,
  "smiles": "CCCCCCCCC[C@H]1[C@@H](C)CC[C@@H]([C@H](I)[C@@H](C)I)[N@H+]1B(O)O",
  "charge": 1,
  "lumo_ha": -0.1121,
  "elements": ["C", "C", "C", "C", "C", "C", "C", "C", "C", "C", "C", "C", "C", "C", "C", "C", "I", "C", "C", "I", "N", "B", "O", "O", "H", "H", "H", "H", "H", "H", "H", "H", "H", "H", "H", "H", "H", "H", "H", "H", "H", "H", "H", "H", "H", "H", "H", "H", "H", "H", "H", "H", "H", "H", "H", "H", "H", "H", "H", "H", "H"],
  "coordinates": [[-1.134, 4.599, 3.098], [-2.280, 3.605, 3.310], [-2.038, 2.254, 2.644], [-3.051, 1.195, 3.050], [-2.839, -0.121, 2.290], [-1.701, -0.967, 2.898], [-0.949, -1.813, 1.858], [0.383, -1.194, 1.396], [0.133, -0.125, 0.324], [1.317, 0.460, -0.463], [2.748, -0.006, -0.186], [3.195, 0.219, 1.259], [3.084, -1.394, -0.729], [2.722, -1.521, -2.211], [1.347, -0.988, -2.619], [0.106, -1.906, -2.536], [0.320, -3.667, -1.312], [-0.304, -2.329, -3.971], [0.435, -3.500, -4.601], [-2.421, -2.784, -3.921], [1.164, 0.383, -1.992], [-0.016, 1.185, -2.529], [0.367, 2.208, -3.328], [-1.285, 0.799, -2.255], [-1.049, 5.284, 3.938], [-1.280, 5.203, 2.205], [-0.175, 4.087, 3.005], [-3.197, 4.036, 2.909], [-2.433, 3.465, 4.380], [-2.098, 2.395, 1.558], [-1.017, 1.934, 2.873], [-2.955, 0.972, 4.114], [-4.055, 1.565, 2.845], [-3.752, -0.713, 2.299], [-2.581, 0.100, 1.251], [-0.992, -0.330, 3.426], [-2.148, -1.655, 3.612], [-0.697, -2.776, 2.303], [-1.582, -2.042, 0.999], [1.030, -1.995, 1.061], [0.813, -0.708, 2.269], [-0.335, 0.707, 0.853], [-0.649, -0.484, -0.338], [1.325, 1.536, -0.275], [3.379, 0.678, -0.774], [2.678, 1.084, 1.677], [4.261, 0.421, 1.298], [2.950, -0.626, 1.895], [4.171, -1.476, -0.678], [2.691, -2.201, -0.119], [3.447, -0.902, -2.750], [2.845, -2.527, -2.600], [1.447, -0.775, -3.685], [-0.755, -1.409, -2.115], [-0.245, -1.449, -4.606], [1.482, -3.528, -4.304], [0.413, -3.378, -5.683], [-0.049, -4.445, -4.388], [1.977, 0.908, -2.320], [-0.273, 2.915, -3.429], [-1.894, 1.536, -2.179]]
}

Copy entry 1 word for word.
{
  "formula": "C3H2OS",
  "method": "wB97M-V/def2-TZVPD",
  "gap_ev": [7.14, 7.76],
  "de_lowest_kcal_mol": 102.8,
  "lumo_ha": [-0.0613, -0.0571],
  "elements": ["C", "C", "C", "O", "S", "H", "H"],
  "coordinates": [[0.358, -1.413, -0.627], [-0.290, -0.322, -0.276], [-0.400, 0.806, 0.240], [-0.314, 2.164, 2.453], [-0.378, 2.366, 1.040], [-0.048, -2.227, -1.139], [1.072, -1.374, -1.691]]
}